No. 1
Below is C60H44F8O8Pd as an isolated structure in a non-equilibrium geometry, with properties calculated with the ωB97M-V functional and the def2-TZVPD basis.

Geometry as XYZ:
```
121
Properties=species:S:1:pos:R:3:lowdin_charge:R:1
Pd -1.3603 2.4166 -2.2456 0.71
C 1.0357 -0.8795 -0.9651 -0.04
C 0.1808 0.1739 -1.1797 -0.37
C -1.0885 0.2765 -0.3207 -0.35
O -1.8701 1.2744 -0.5570 -0.18
C -1.4280 -0.6808 0.5893 0.00
C -0.5636 -1.8071 0.8010 -0.38
C 0.7321 -1.8928 0.0035 -0.38
O 1.5586 -2.7625 0.2415 0.04
O -0.8373 -2.6902 1.5766 0.08
O 0.3025 0.9892 -2.1619 -0.16
H 1.9789 -0.9557 -1.4823 0.07
H -2.4129 -0.7561 1.0357 0.11
C -6.4620 1.7386 4.2874 0.08
C -6.4613 3.0213 3.6265 -0.38
C -5.8682 3.1054 2.1916 -0.39
O -5.8708 4.1938 1.6563 0.05
C -5.4944 1.8790 1.5671 0.09
C -5.4546 0.6355 2.2547 -0.39
C -5.9390 0.5656 3.6820 -0.42
O -5.8195 -0.4549 4.3155 0.06
O -5.1259 -0.3812 1.6602 0.06
O -6.9316 4.0341 4.1099 0.03
H -6.7351 1.7305 5.3344 0.11
H -5.3249 1.8895 0.5005 0.11
F 0.1126 3.6985 -0.7213 0.01
C 0.8940 4.5843 -0.0599 -0.28
C 0.4800 5.0374 1.1763 -0.01
C 1.2893 5.9365 1.8541 -0.08
C 2.4729 6.3907 1.2740 -0.10
C 2.8583 5.9122 0.0346 -0.10
C 2.1045 4.9500 -0.6227 -0.02
H -0.4533 4.6768 1.5921 0.11
H 0.9975 6.3229 2.8227 0.10
H 3.1096 7.1127 1.7689 0.09
H 3.7980 6.2328 -0.3985 0.10
H 2.4685 4.4740 -1.5229 0.12
F 3.9666 -5.0935 1.1642 0.08
C 5.0749 -4.7458 0.4986 -0.29
C 4.9902 -3.8151 -0.5192 0.02
C 6.1397 -3.5211 -1.2554 -0.07
C 7.3428 -4.1136 -0.9011 -0.11
C 7.4290 -4.9620 0.1975 -0.11
C 6.2720 -5.3104 0.8840 -0.03
H 4.0483 -3.3247 -0.7395 0.10
H 6.1042 -2.8210 -2.0768 0.08
H 8.2694 -3.8685 -1.4117 0.09
H 8.3586 -5.4391 0.4799 0.09
H 6.2937 -6.0104 1.7095 0.11
F 1.7897 -1.6304 3.4700 0.08
C 1.6071 -0.3021 3.4931 -0.27
C 1.2101 0.2759 4.6900 -0.02
C 0.9989 1.6360 4.7388 -0.10
C 1.1165 2.4039 3.5868 -0.09
C 1.5108 1.8070 2.4013 -0.07
C 1.7095 0.4287 2.3306 0.01
H 1.0207 -0.3706 5.5374 0.12
H 0.6456 2.0818 5.6602 0.10
H 0.9700 3.4721 3.6913 0.09
H 1.6689 2.3805 1.4969 0.07
H 2.0157 -0.0072 1.3877 0.11
F -3.6387 2.1476 -2.6287 -0.02
C -4.5916 1.2418 -2.9621 -0.26
C -5.0777 1.2246 -4.2480 -0.03
C -6.0545 0.2932 -4.5661 -0.10
C -6.4363 -0.6541 -3.6322 -0.10
C -5.9172 -0.5983 -2.3375 -0.06
C -4.9725 0.3467 -1.9900 0.00
H -4.6954 1.9004 -5.0013 0.11
H -6.4062 0.2613 -5.5905 0.10
H -7.1607 -1.4275 -3.8554 0.09
H -6.2124 -1.3425 -1.6081 0.11
H -4.4077 0.2562 -1.0675 0.11
F 5.1532 -2.4792 -4.6284 0.04
C 3.8252 -2.6914 -4.7740 -0.28
C 2.9697 -2.4755 -3.7222 0.00
C 1.6222 -2.7395 -3.9122 -0.04
C 1.1427 -3.0791 -5.1738 -0.09
C 2.0264 -3.2650 -6.2274 -0.10
C 3.3835 -3.1124 -6.0174 -0.03
H 3.3432 -2.1989 -2.7448 0.10
H 0.8977 -2.4845 -3.1463 0.10
H 0.0727 -3.1614 -5.3142 0.09
H 1.6211 -3.4608 -7.2132 0.10
H 4.1022 -3.3025 -6.8046 0.11
F 5.7086 -0.4747 -2.4460 0.04
C 5.2866 0.4540 -1.5594 -0.28
C 6.1826 1.0219 -0.6806 -0.03
C 5.7168 1.8882 0.2977 -0.09
C 4.3715 2.1995 0.3529 -0.09
C 3.5091 1.6898 -0.6083 -0.08
C 3.9614 0.8163 -1.5754 0.00
H 7.2359 0.7838 -0.7720 0.11
H 6.4138 2.2398 1.0480 0.10
H 3.9365 2.8059 1.1371 0.10
H 2.4440 1.8799 -0.5349 0.09
H 3.2455 0.3575 -2.2450 0.10
F -2.4990 -0.4564 3.6590 0.10
C -2.3709 0.8277 3.9851 -0.28
C -2.2233 1.1678 5.3185 -0.03
C -2.2695 2.5128 5.6806 -0.11
C -2.2840 3.5009 4.7152 -0.11
C -2.4012 3.1424 3.3756 -0.08
C -2.3932 1.8046 3.0099 0.00
H -2.0850 0.3983 6.0666 0.12
H -2.2490 2.7235 6.7444 0.10
H -2.2670 4.5559 4.9646 0.09
H -2.5451 3.8781 2.5931 0.10
H -2.4321 1.5022 1.9686 0.10
F -3.8982 -3.4413 0.2128 0.09
C -3.1895 -3.7906 -0.8600 -0.28
C -2.8140 -2.8198 -1.7638 -0.01
C -2.0687 -3.1478 -2.8798 -0.08
C -1.7462 -4.4822 -3.1008 -0.11
C -2.2196 -5.4634 -2.2408 -0.10
C -2.9845 -5.1345 -1.1371 -0.01
H -2.9558 -1.7835 -1.4728 0.11
H -1.6770 -2.3723 -3.5263 0.10
H -1.0989 -4.7780 -3.9173 0.08
H -1.9709 -6.4980 -2.4483 0.10
H -3.3836 -5.8497 -0.4280 0.11
```

ΔE to the lowest compared entry with this formula, charge and spin: 0.00 kcal/mol
Total energy: -104531.3979 eV
2S+1: 3
Orbital gap (alpha / beta): 6.31 / 5.33 eV
Total charge: -2
<S²>: 2.028
LUMO (alpha / beta): 3.64 / 2.80 eV
E_HOMO (alpha / beta): -2.6739 / -2.5317 eV

No. 2
Below is C21H19Cl3IMgN3O3P as an isolated structure, with properties calculated with the ωB97M-V functional and the def2-TZVPD basis.

Geometry as XYZ:
```
52
Properties=species:S:1:pos:R:3:lowdin_charge:R:1
Mg 1.0948 0.3417 -1.4684 0.37
N -0.5173 1.5043 1.1204 -0.10
P 0.1321 -0.0642 0.9171 1.05
C 0.9251 -0.3709 2.5105 -0.34
C 1.7810 0.6002 3.0296 -0.10
C 2.4671 0.3624 4.2081 -0.07
C 2.3133 -0.8503 4.8683 -0.06
C 1.4702 -1.8209 4.3502 -0.06
C 0.7756 -1.5848 3.1727 -0.07
C -1.2588 -1.2043 0.8101 -0.39
C -2.5053 -0.9869 1.3965 -0.09
C -3.5239 -1.9098 1.2170 -0.07
C -3.2950 -3.0617 0.4710 -0.07
C -2.0544 -3.2858 -0.1070 -0.07
C -1.0377 -2.3528 0.0495 -0.11
C -0.2216 2.5662 0.2807 -0.36
C -0.6457 3.8534 0.6387 0.00
C -0.3523 4.9075 -0.1891 -0.04
C 0.3607 4.6785 -1.3669 -0.04
C 0.7404 3.3902 -1.6394 -0.12
N 0.4610 2.3373 -0.8445 0.02
H -0.9341 1.7724 2.0003 0.12
H 1.9155 1.5466 2.5176 0.10
H 3.1251 1.1207 4.6097 0.11
H 2.8521 -1.0378 5.7868 0.11
H 1.3480 -2.7652 4.8630 0.11
H 0.1163 -2.3483 2.7787 0.11
H -2.6901 -0.0987 1.9886 0.11
H -4.4925 -1.7405 1.6674 0.11
H -4.0886 -3.7858 0.3452 0.11
H -1.8776 -4.1777 -0.6922 0.11
H -0.0766 -2.5132 -0.4291 0.10
H -1.1935 3.9978 1.5596 0.12
H -0.6702 5.9070 0.0745 0.12
H 0.6166 5.4763 -2.0468 0.11
H 1.3068 3.1608 -2.5343 0.10
Cl 5.3098 0.0232 -3.0931 0.73
C 3.7237 -0.0041 -2.4637 -1.37
Cl 2.5280 0.6598 -3.6909 0.65
Cl 3.5631 1.1430 -1.0300 0.65
C 3.2069 -1.4361 -1.9542 -0.77
O 4.0050 -2.3278 -1.9397 0.10
O 1.9779 -1.3930 -1.6148 -0.17
N -2.7048 -0.7229 -2.2619 0.23
C -1.5860 -0.5050 -2.9445 -0.62
O -0.6113 0.0731 -2.4430 -0.07
C -1.5296 -0.9717 -4.3681 -0.54
I -0.7159 -2.9376 -4.4000 0.89
H -2.7266 -0.5584 -1.2660 0.10
H -3.4536 -1.2557 -2.6716 0.13
H -0.8474 -0.3434 -4.9299 0.06
H -2.5056 -1.0070 -4.8425 0.06
```

ΔE to the lowest compared entry with this formula, charge and spin: 0.99 kcal/mol
Total energy: -93099.7616 eV
Orbital gap: 9.06 eV
Total charge: +1
LUMO: -2.59 eV
E_HOMO: -11.6465 eV

No. 3
Below is a 2-piece molecular cluster, C7H13N3 overall in a non-equilibrium geometry, with properties calculated with the ωB97M-V functional and the def2-TZVPD basis.

Geometry as XYZ:
```
23
Properties=species:S:1:pos:R:3:lowdin_charge:R:1
C 1.7462 0.3873 -0.6351 -0.01
N 0.7132 0.3886 0.4003 -0.23
C -0.1184 1.5849 0.5537 -0.02
C 0.6480 -0.5711 1.2716 0.14
H 1.5202 1.2025 -1.3267 0.09
H 2.7376 0.5471 -0.1858 0.10
H 1.7549 -0.5793 -1.1555 0.10
H -0.0003 2.1832 -0.3530 0.09
H -1.1675 1.2939 0.6931 0.10
H 0.2099 2.1553 1.4324 0.10
H -0.1037 -0.5196 2.0593 0.11
H 1.3222 -1.4250 1.1695 0.12
C 2.9871 1.3995 6.6364 -0.09
C 2.8775 1.2642 5.1699 -0.42
C 1.6790 1.1314 4.3836 -0.20
N 2.0352 1.0761 3.0795 -0.06
C 3.4088 1.1488 3.0473 -0.30
N 3.9326 1.2662 4.3132 0.03
H 1.9982 1.2624 7.0883 0.06
H 3.6702 0.6499 7.0590 0.07
H 3.3549 2.3969 6.9181 0.07
H 0.6729 1.0929 4.7797 0.07
H 3.9964 1.1233 2.1359 0.06
```

ΔE to the lowest compared entry with this formula, charge and spin: 62.81 kcal/mol
Total energy: -11937.2077 eV
Orbital gap: 5.17 eV
LUMO: -1.00 eV
E_HOMO: -6.1639 eV

No. 4
Below is C23H46BeCa2Cl2F7N4O10S2 as an isolated structure in a non-equilibrium geometry, with properties calculated with the ωB97M-V functional and the def2-TZVPD basis.

Geometry as XYZ:
```
97
Properties=species:S:1:pos:R:3:lowdin_charge:R:1
C -2.2138 -5.1238 5.1582 -0.10
O -2.7756 -5.7678 4.0194 -0.16
C -2.7578 -4.9822 2.8555 -0.24
C -1.7531 -5.4965 1.8090 -0.18
C -0.3147 -5.5986 2.3415 -0.20
C 0.7629 -5.7816 1.2318 -0.31
C 2.0652 -5.0443 1.6429 -0.17
C 2.2375 -3.6916 0.9260 -0.18
C 0.8809 -3.0725 0.5414 -0.20
C 0.8905 -1.4899 0.3874 -0.26
C 1.3137 -0.8665 -0.9922 -0.04
C 0.5169 0.5036 -1.0843 -0.04
N -0.2316 0.5878 0.2329 0.07
C 0.5484 1.3336 1.2282 -0.43
F 1.8178 1.3368 0.9057 0.20
F 0.4724 0.7768 2.4635 0.11
C 0.1167 2.8436 1.3578 -0.33
F 0.5761 3.2749 2.5003 0.19
F 0.7565 3.4035 0.3671 0.15
C -0.5548 -0.8234 0.4894 -0.24
C -1.5658 -1.2021 1.6234 -0.19
H -1.1684 -5.4573 5.2687 0.08
H -2.2670 -4.0304 5.1238 0.04
H -2.7229 -5.4342 6.0717 0.09
H -2.5573 -3.9146 3.0345 0.07
H -3.7554 -5.0464 2.4090 0.13
H -1.7368 -4.8103 0.9459 0.09
H -2.1286 -6.4469 1.4178 0.11
H -0.1197 -4.7103 2.9776 0.08
H -0.2492 -6.4743 2.9919 0.13
H 0.9641 -6.8565 1.1653 0.08
H 0.3796 -5.4743 0.2040 -0.13
H 1.9937 -4.8358 2.7194 0.10
H 2.9211 -5.7073 1.5282 0.12
H 2.9007 -3.7352 0.0614 0.13
H 2.7425 -3.0039 1.6411 0.10
H 0.5483 -3.4906 -0.4113 0.12
H 0.1280 -3.4025 1.3363 0.07
H 1.6393 -1.1225 1.1797 0.10
H 1.0810 -1.4791 -1.8600 0.13
H 2.3458 -0.5161 -1.0510 0.13
H -0.2796 0.4172 -1.8304 0.13
H 1.0638 1.3922 -1.4109 0.10
H -1.1253 1.0673 0.0673 0.21
H -0.9678 3.0003 1.2973 0.19
H -1.0538 -1.1853 -0.4167 0.17
H -2.0670 -2.1460 1.3950 0.07
H -1.0259 -1.3454 2.5859 -0.21
H -2.3566 -0.4622 1.7094 0.08
N 2.4964 6.0545 -0.9044 -0.31
S 3.9373 5.4965 -0.5862 0.47
O 4.7041 6.2105 0.3743 -0.25
O 4.6613 4.9167 -1.6936 -0.40
F 3.5008 4.2046 0.2424 -0.23
S 2.5155 7.4233 -1.6907 0.45
O 1.2417 8.0658 -1.6812 -0.29
O 3.2360 7.4427 -2.9224 -0.28
F 3.3732 8.3649 -0.7500 -0.18
Be -0.0775 -6.5999 -0.9921 0.40
C -4.7363 -1.8430 -0.0307 -0.93
O -4.1914 -0.7384 -0.1561 0.10
O -5.9272 -2.0994 -0.3445 0.23
O -4.1652 -2.8709 0.4227 0.17
C 0.7296 4.0808 -2.8697 -0.15
C 0.6556 4.3325 -4.3622 -0.24
N 0.6591 3.1275 -5.1840 -0.17
C 0.8537 3.3870 -6.6017 -0.21
C -0.2333 4.1810 -7.3453 -0.08
C -0.3502 2.1731 -4.8775 -0.23
C -1.8037 2.6783 -4.9792 -0.18
H 1.6311 3.4872 -2.6284 -0.11
H 0.7867 5.0331 -2.3448 0.06
H -0.1498 3.5452 -2.4728 0.05
H 1.5330 4.9277 -4.6226 0.14
H -0.2241 4.9595 -4.5760 0.10
H 1.0101 2.4361 -7.1196 0.12
H 1.7968 3.9251 -6.7118 0.13
H -1.1194 3.5621 -7.5559 0.01
H 0.1486 4.5130 -8.3109 0.09
H -0.5473 5.0717 -6.7986 0.08
H -0.1950 1.7975 -3.8642 0.10
H -0.2270 1.2900 -5.5120 0.13
H -1.9350 3.6771 -4.5507 0.10
H -2.4794 1.9953 -4.4341 0.07
H -2.1304 2.6967 -6.0121 -0.15
Ca -3.8264 2.7192 -6.6020 1.39
Cl 3.5207 2.8191 -2.5477 0.08
Cl -2.1985 -1.2986 4.3016 0.01
C 0.6174 -0.0975 6.7942 0.02
N -0.2656 -1.1119 7.4224 -0.44
O 0.2166 -2.2245 7.6450 0.01
O -1.3855 -0.7547 7.6499 0.06
H 1.5993 -0.5400 6.6380 0.08
H 0.1512 0.1829 5.8488 0.06
H 0.6825 0.7560 7.4620 0.11
F -2.7090 0.6927 6.6323 -0.45
Ca 0.7046 -1.9576 3.0465 1.48
```

Total energy: -154016.3783 eV
Orbital gap: 1.66 eV
Total charge: +1
LUMO: -7.34 eV
E_HOMO: -8.9960 eV

Copy entry 2 word for word.
Below is C21H19Cl3IMgN3O3P as an isolated structure, with properties calculated with the ωB97M-V functional and the def2-TZVPD basis.

Geometry as XYZ:
```
52
Properties=species:S:1:pos:R:3:lowdin_charge:R:1
Mg 1.0948 0.3417 -1.4684 0.37
N -0.5173 1.5043 1.1204 -0.10
P 0.1321 -0.0642 0.9171 1.05
C 0.9251 -0.3709 2.5105 -0.34
C 1.7810 0.6002 3.0296 -0.10
C 2.4671 0.3624 4.2081 -0.07
C 2.3133 -0.8503 4.8683 -0.06
C 1.4702 -1.8209 4.3502 -0.06
C 0.7756 -1.5848 3.1727 -0.07
C -1.2588 -1.2043 0.8101 -0.39
C -2.5053 -0.9869 1.3965 -0.09
C -3.5239 -1.9098 1.2170 -0.07
C -3.2950 -3.0617 0.4710 -0.07
C -2.0544 -3.2858 -0.1070 -0.07
C -1.0377 -2.3528 0.0495 -0.11
C -0.2216 2.5662 0.2807 -0.36
C -0.6457 3.8534 0.6387 0.00
C -0.3523 4.9075 -0.1891 -0.04
C 0.3607 4.6785 -1.3669 -0.04
C 0.7404 3.3902 -1.6394 -0.12
N 0.4610 2.3373 -0.8445 0.02
H -0.9341 1.7724 2.0003 0.12
H 1.9155 1.5466 2.5176 0.10
H 3.1251 1.1207 4.6097 0.11
H 2.8521 -1.0378 5.7868 0.11
H 1.3480 -2.7652 4.8630 0.11
H 0.1163 -2.3483 2.7787 0.11
H -2.6901 -0.0987 1.9886 0.11
H -4.4925 -1.7405 1.6674 0.11
H -4.0886 -3.7858 0.3452 0.11
H -1.8776 -4.1777 -0.6922 0.11
H -0.0766 -2.5132 -0.4291 0.10
H -1.1935 3.9978 1.5596 0.12
H -0.6702 5.9070 0.0745 0.12
H 0.6166 5.4763 -2.0468 0.11
H 1.3068 3.1608 -2.5343 0.10
Cl 5.3098 0.0232 -3.0931 0.73
C 3.7237 -0.0041 -2.4637 -1.37
Cl 2.5280 0.6598 -3.6909 0.65
Cl 3.5631 1.1430 -1.0300 0.65
C 3.2069 -1.4361 -1.9542 -0.77
O 4.0050 -2.3278 -1.9397 0.10
O 1.9779 -1.3930 -1.6148 -0.17
N -2.7048 -0.7229 -2.2619 0.23
C -1.5860 -0.5050 -2.9445 -0.62
O -0.6113 0.0731 -2.4430 -0.07
C -1.5296 -0.9717 -4.3681 -0.54
I -0.7159 -2.9376 -4.4000 0.89
H -2.7266 -0.5584 -1.2660 0.10
H -3.4536 -1.2557 -2.6716 0.13
H -0.8474 -0.3434 -4.9299 0.06
H -2.5056 -1.0070 -4.8425 0.06
```

ΔE to the lowest compared entry with this formula, charge and spin: 0.99 kcal/mol
Total energy: -93099.7616 eV
Orbital gap: 9.06 eV
Total charge: +1
LUMO: -2.59 eV
E_HOMO: -11.6465 eV